Entry 1:
Density functional theory data (the ωB97M-V functional and the def2-TZVPD basis) for C6H9NO2 in the gas phase at a distorted geometry.

Computed properties:
ΔE to the lowest compared entry with this formula, charge and spin   113.9 kcal per mole
HOMO   -0.3468 hartree

XYZ file:
```
18
Properties=species:S:1:pos:R:3:forces:R:3
C -2.077152 1.252764 0.308142 4.61 1.37 -0.37
C -0.916379 0.451453 -0.451965 -1.26 1.96 -0.38
C 0.265487 0.952395 -1.192948 -0.71 -1.84 -0.32
C 1.238478 -0.315984 -0.745184 1.12 1.76 -2.65
C -0.387571 -0.810848 0.095073 -1.24 -1.35 2.42
C 0.987764 -0.421227 0.741871 -1.92 -1.77 -1.30
H -1.724267 1.426114 1.395632 -1.30 -0.93 -1.50
H -2.014173 2.279965 -0.100219 -0.06 -0.38 0.03
H -3.017928 0.910465 0.009741 -1.53 -0.98 0.49
H 0.424511 1.968234 -1.618332 0.44 -0.94 0.84
H 2.222469 -0.293964 -1.291506 -0.82 -0.46 0.83
H -1.249188 -1.307654 0.663464 1.74 -0.37 -0.79
H 1.058264 0.405069 1.415821 0.00 0.70 0.21
H 1.730902 -2.412366 0.642199 -1.05 2.12 1.25
H 2.436352 -1.295853 1.618390 -0.13 -0.70 0.48
N 1.500979 -1.606543 1.332830 2.94 -1.65 0.20
O -0.876928 0.318137 -1.853753 -0.33 1.37 -0.32
O 0.398380 -1.500156 -0.969256 -0.50 2.11 0.87
```
Positions in Å, forces in eV/Å.

Entry 2:
Density functional theory data (the ωB97M-V functional and the def2-TZVPD basis) for a molecular structure, C48H67BIN9O9P2S4Sn.

Computed properties:
ΔE to the lowest compared entry with this formula, charge and spin   18.8 kcal per mole
HOMO   -0.2619 hartree

XYZ file:
```
142
Properties=species:S:1:pos:R:3:forces:R:3
Sn -1.474899 -1.874012 1.157611 -0.36 -0.43 -0.43
C -3.614163 2.031747 0.000884 -0.01 -0.02 0.13
C -2.196884 2.404605 -0.274367 -0.03 0.00 0.02
C -1.810375 2.836262 -1.488593 -0.02 0.01 0.03
C -0.445682 3.173127 -1.726087 -0.01 0.00 -0.07
N 0.478013 2.865841 -0.878527 0.13 -0.06 -0.04
N 0.118224 2.363335 0.346284 -0.06 -0.20 -0.04
B 1.322164 1.944541 1.174822 0.13 -0.16 -0.08
N 2.589727 1.606861 0.407631 0.05 0.13 -0.04
N 3.215560 2.719371 -0.093443 0.08 0.03 0.12
C 4.257826 2.564347 -0.838866 0.02 -0.04 0.00
C 4.693384 1.254917 -1.231104 -0.03 0.01 0.04
C 4.182494 0.164463 -0.631599 0.05 0.06 -0.04
C 4.683531 -1.212575 -0.923869 -0.03 0.03 -0.01
C 3.156506 0.350743 0.386204 -0.09 -0.12 -0.09
S 2.738759 -0.895150 1.389709 -0.05 0.02 -0.05
C 5.127822 3.758268 -1.219825 -0.01 -0.01 0.01
C 5.475748 3.715158 -2.714066 -0.01 0.01 -0.01
C 4.481923 5.105522 -0.910014 -0.05 -0.07 -0.05
C 6.417969 3.631786 -0.391347 -0.01 0.02 -0.02
N 1.229137 1.330819 2.568658 -0.11 0.58 0.34
N 1.559292 2.650430 2.544229 -0.27 -0.16 0.26
C 1.476291 3.446852 3.558916 0.18 0.11 -0.22
C 1.172103 2.842111 4.807409 -0.04 0.04 0.04
C 0.820646 1.539534 4.886350 -0.02 -0.06 0.03
C 0.379286 0.941854 6.178088 0.03 -0.01 0.00
C 0.753754 0.712783 3.681834 0.01 -0.26 -0.16
S 0.177107 -0.838409 3.743176 0.10 0.23 -0.07
C 1.705694 4.928988 3.388699 -0.05 0.03 0.03
C 3.024289 5.302471 4.077953 0.00 -0.01 -0.03
C 1.764182 5.282434 1.908225 -0.03 0.04 -0.03
C 0.535084 5.678105 4.040762 0.00 -0.03 0.02
C -1.190397 2.356062 0.778628 -0.04 0.06 0.01
S -1.632027 2.381793 2.384425 0.14 0.03 -0.03
C -0.081963 3.974529 -2.971037 0.07 -0.06 0.06
C 1.429369 4.140210 -3.094579 -0.05 -0.01 0.02
C -0.712764 5.364850 -2.797168 0.01 0.02 0.03
C -0.654463 3.324573 -4.237066 0.02 0.09 0.04
H -4.249815 2.350551 -0.823341 0.01 -0.05 0.01
H -3.956513 2.459881 0.940578 0.00 0.06 0.02
H -3.677794 0.944880 0.083497 -0.01 0.08 0.00
H -2.537771 2.931311 -2.282791 -0.02 -0.02 0.00
H 5.471775 1.147027 -1.975032 0.02 0.00 0.01
H 5.212252 -1.231106 -1.876956 0.03 0.00 0.00
H 3.858574 -1.922686 -0.935604 0.02 -0.03 -0.02
H 5.358342 -1.538883 -0.130510 -0.02 -0.02 0.00
H 4.574808 3.611160 -3.322050 0.00 0.02 0.00
H 6.156039 2.899907 -2.962280 -0.01 -0.01 0.00
H 5.968228 4.646744 -2.997808 0.02 0.00 0.00
H 3.717198 5.352322 -1.644446 -0.07 0.01 0.02
H 5.245890 5.884163 -0.945726 0.00 0.01 -0.03
H 4.024028 5.113971 0.073056 0.01 0.02 0.09
H 6.902557 2.666167 -0.545051 0.01 0.00 0.00
H 6.199517 3.736086 0.673176 0.00 -0.01 0.01
H 7.121878 4.415932 -0.676996 0.01 0.00 0.00
H 1.157505 3.457598 5.696550 0.02 0.01 0.00
H 0.602137 1.608493 7.009616 0.00 0.01 0.01
H 0.846016 -0.030633 6.330838 0.01 0.01 0.01
H -0.696496 0.759684 6.134002 0.01 -0.03 0.01
H 3.868268 4.811346 3.590571 0.01 0.00 0.00
H 3.022849 5.013965 5.130450 0.00 0.01 0.01
H 3.174678 6.381635 4.022354 0.00 0.01 0.00
H 2.538813 4.717193 1.396476 0.02 -0.03 -0.06
H 1.970679 6.348085 1.796365 0.00 0.00 -0.01
H 0.814702 5.061776 1.415040 -0.01 0.00 0.01
H 0.510889 5.539695 5.122346 0.00 0.01 0.01
H -0.416155 5.336331 3.629975 -0.01 0.01 -0.02
H 0.637189 6.745965 3.842478 0.01 0.00 0.01
H 1.841654 4.521261 -2.162773 0.03 0.00 0.00
H 1.657558 4.838470 -3.902616 0.00 -0.01 -0.01
H 1.922082 3.192600 -3.306732 0.03 -0.12 0.01
H -0.311302 5.860872 -1.911039 0.00 0.01 0.00
H -1.796658 5.301010 -2.689954 -0.01 0.00 0.00
H -0.492727 5.985494 -3.667969 0.00 0.00 -0.01
H -0.378360 2.276370 -4.308599 0.09 -0.18 0.00
H -0.265050 3.841664 -5.116365 -0.02 0.00 0.00
H -1.742481 3.385066 -4.272476 0.00 -0.01 0.01
N -2.063033 -6.463598 -0.385186 -0.05 -0.02 -0.12
C -2.704809 -5.921718 0.885423 0.05 0.20 0.16
C -3.369011 -7.039832 1.672250 -0.04 -0.03 -0.05
P -1.290500 -5.119781 1.767658 0.07 -0.04 0.03
O -0.603818 -6.477026 2.344739 0.01 0.07 0.04
O -1.741724 -4.227623 2.870615 -0.11 0.08 0.01
O -0.450960 -4.583106 0.643205 0.02 -0.02 -0.03
P -3.937976 -4.577590 0.426532 -0.07 -0.08 0.24
O -3.907661 -4.832018 -1.190397 -0.16 0.16 -0.01
O -5.251152 -4.932952 0.992373 -0.07 0.06 0.20
O -3.331385 -3.229399 0.701831 0.18 0.20 -0.22
H -2.249708 -7.455895 -0.510375 0.06 0.00 0.04
H -1.054029 -6.258177 -0.342399 0.00 0.05 -0.02
H -2.452959 -5.937470 -1.182549 -0.04 -0.06 -0.02
H -2.676342 -7.867160 1.834407 0.02 0.00 0.00
H -4.281395 -7.383967 1.184567 0.01 -0.01 -0.01
H -3.651223 -6.651577 2.649275 -0.03 -0.01 -0.01
H 0.184063 -6.264284 2.860997 -0.01 -0.05 0.01
H -4.096020 -4.018980 -1.679480 0.14 -0.03 -0.06
I -1.202478 -5.647021 -5.917033 0.00 0.02 0.02
C -1.693614 -4.108657 -4.588568 0.03 -0.04 -0.05
C -1.253386 -4.181642 -3.277898 0.05 0.02 0.05
C -1.563310 -3.157211 -2.392432 -0.06 -0.02 0.08
C -2.317343 -2.067769 -2.809098 -0.07 -0.02 0.00
C -2.750451 -2.015366 -4.132168 -0.05 -0.01 0.02
C -2.443752 -3.027610 -5.028318 0.00 0.01 0.02
C -2.668606 -0.903525 -1.890782 -0.15 0.19 -0.21
O -3.375186 -0.011487 -2.348453 0.04 -0.05 -0.05
O -2.165092 -0.907998 -0.714174 0.22 -0.09 0.31
H -0.646099 -5.017746 -2.956639 0.05 -0.01 0.03
H -1.197888 -3.214203 -1.374766 -0.02 -0.06 -0.02
H -3.335884 -1.159472 -4.439611 0.00 0.01 -0.01
H -2.782326 -2.974259 -6.053731 0.00 0.00 -0.01
S -3.276707 -0.518047 2.692696 -0.29 -0.01 0.04
C -4.630378 -1.468282 3.170868 0.31 0.33 0.07
N -5.834737 -0.888382 3.110795 -0.06 -0.08 -0.01
C -7.077696 -1.495135 3.568177 0.01 0.03 -0.04
C -6.923975 -3.003823 3.565620 0.11 -0.03 0.00
C -5.643242 -3.383549 4.288326 0.04 -0.05 0.07
N -4.508379 -2.660981 3.725368 0.10 -0.39 -0.22
H -5.842753 0.036484 2.715428 0.03 0.00 -0.02
H -7.874309 -1.191296 2.888928 0.00 0.02 0.02
H -7.324535 -1.122218 4.567292 -0.01 -0.05 0.00
H -6.856625 -3.369290 2.543593 -0.02 -0.07 -0.15
H -7.781838 -3.470895 4.048744 0.01 0.01 0.00
H -5.449408 -4.448835 4.191143 0.02 -0.03 -0.03
H -5.719962 -3.141646 5.353975 0.00 -0.06 0.00
H -3.610626 -3.130926 3.613321 -0.12 0.12 0.05
C 0.778147 -0.730717 -2.951793 -0.08 0.20 -0.07
C 1.225081 -1.902665 -2.134740 0.10 -0.15 0.06
O 0.910770 -2.008187 -0.971445 -0.02 0.01 0.12
C 2.070527 -2.960329 -2.775700 0.05 0.00 -0.04
C 2.692819 -2.769718 -4.004533 -0.01 0.00 -0.03
C 3.466561 -3.779679 -4.559694 0.00 0.00 -0.01
C 3.614714 -4.984897 -3.890256 -0.01 -0.01 0.01
C 3.005632 -5.175076 -2.654663 0.01 0.00 -0.04
C 2.241028 -4.165300 -2.097990 -0.03 0.00 0.13
H -0.106441 -0.305350 -2.483071 0.01 0.06 0.01
H 0.564976 -1.015047 -3.980800 -0.04 0.06 -0.04
H 1.565585 0.026136 -2.945676 0.08 0.06 -0.06
H 2.587397 -1.828402 -4.528720 -0.03 -0.01 -0.02
H 3.947964 -3.628280 -5.516949 0.00 0.01 0.00
H 4.205195 -5.778145 -4.330493 0.02 0.00 0.00
H 3.134744 -6.111806 -2.127745 -0.01 0.00 0.01
H 1.768276 -4.280114 -1.129015 -0.04 -0.01 0.01
```
Positions in Å, forces in eV/Å.

Entry 3:
Density functional theory data (the ωB97M-V functional and the def2-TZVPD basis) for a molecular structure, C4H6O2.

Computed properties:
ΔE to the lowest compared entry with this formula, charge and spin   130.7 kcal per mole
HOMO   -0.3181 hartree

XYZ file:
```
12
Properties=species:S:1:pos:R:3:forces:R:3
O -1.619660 -1.430071 1.236649 0.30 0.44 0.11
C -0.958213 -0.445143 1.453248 -0.17 -0.33 -0.05
C 0.182880 -0.016868 0.551487 -0.02 -0.17 0.00
C 0.057363 -0.469540 -0.907986 0.02 -0.21 0.02
C 0.734362 1.452560 -0.899279 0.22 -0.02 -0.04
O 0.180563 1.385069 0.395241 -0.04 0.06 0.10
H -1.139386 0.212571 2.326482 -0.01 -0.07 -0.07
H 1.134606 -0.366826 0.991579 -0.12 0.04 -0.03
H -0.966519 -0.739225 -1.186455 0.14 0.08 0.00
H 0.777815 -1.201611 -1.268190 -0.12 0.13 0.07
H 0.079208 0.608043 -1.604948 -0.08 -0.02 -0.07
H 1.766487 1.043877 -0.849292 -0.12 0.05 -0.01
```
Positions in Å, forces in eV/Å.